Arrangement A

19
Properties=species:S:1:pos:R:3 method="wB97M-V/def2-TZVPD" homo_ha=-0.3419 lumo_ev=0.56 gap_ev=9.86
C 2.09 -0.28 -1.64
C 1.92 0.91 0.48
C -0.63 -1.29 0.58
C -1.88 -0.19 0.29
H 2.84 0.71 -1.98
H 2.88 -0.89 -1.09
H 1.66 -0.90 -2.46
H 1.04 1.73 1.17
H 2.34 -0.16 1.20
H 2.68 1.44 -0.26
H 1.38 -1.60 0.27
H -1.73 0.87 -0.22
H -4.82 0.66 1.09
H -3.65 1.70 0.70
N 1.14 0.19 -0.53
N 0.51 -0.98 -0.12
N -3.01 -0.23 0.87
N -4.02 0.72 0.59
O -0.75 -2.41 1.05

***

Arrangement B

19
Properties=species:S:1:pos:R:3 method="wB97M-V/def2-TZVPD" homo_ha=-0.3488 lumo_ev=0.81 gap_ev=10.31
C 1.05 0.41 -0.16
C -1.48 0.89 0.61
N -0.22 -1.53 -0.84
C 0.70 -1.04 0.11
C -0.26 1.27 -0.20
N -0.91 -2.74 -0.55
N 1.99 0.96 0.83
N -0.20 2.42 -0.81
O 0.98 -1.67 1.12
H -0.47 -1.03 -1.69
H 1.50 0.48 -1.16
H -0.33 -3.52 -0.88
H -0.90 -2.86 0.47
H 2.92 0.60 0.65
H 2.05 1.97 0.72
H -1.04 2.98 -0.62
H -2.02 1.78 0.94
H -2.15 0.31 -0.02
H -1.20 0.30 1.49

***

What are the relative energies? In hartree: arrangement A 0.2066; arrangement B 0.0000.

***

Arrangement A

15
Properties=species:S:1:pos:R:3 method="wB97M-V/def2-TZVPD" smiles="C/[SiH]=N/O.C=C" homo_ha=-0.3145 lumo_ev=0.53 gap_ev=9.09
C -2.03 0.79 0.46
C 0.95 -1.80 -0.32
C -2.22 0.25 -0.70
N 1.98 1.04 -0.44
O 2.69 2.16 0.06
Si 1.27 -0.10 0.43
H -2.97 0.67 1.04
H 2.51 2.32 1.01
H -1.10 1.25 0.64
H 0.98 -1.79 -1.42
H 1.67 -2.48 0.24
H -0.06 -2.13 -0.19
H -1.50 0.26 -1.62
H -3.13 -0.15 -0.97
H 0.95 -0.29 1.77

***

Arrangement B

15
Properties=species:S:1:pos:R:3 method="wB97M-V/def2-TZVPD" homo_ha=-0.3440 lumo_ev=0.53 gap_ev=9.89
C -1.90 1.22 -0.25
C 1.51 -1.40 -0.47
C -0.42 1.14 -0.79
N 0.42 1.16 0.34
O 2.08 1.52 -0.07
Si 1.75 0.06 0.51
H -2.27 0.38 0.11
H -1.85 1.94 0.56
H -2.55 1.40 -1.07
H 2.35 -2.14 -0.39
H 0.76 -1.98 0.15
H 1.12 -1.07 -1.42
H -0.31 2.00 -1.40
H -0.30 0.28 -1.42
H 2.02 -0.10 1.91

***

What are the relative energies? In hartree: arrangement A 0.0916; arrangement B 0.0000.

***

Arrangement A

18
Properties=species:S:1:pos:R:3 method="wB97M-V/def2-TZVPD" smiles=CCN.CC homo_ha=-0.3409 lumo_ev=1.18 gap_ev=10.46
C -2.33 -1.11 -5.82
C -1.17 -1.25 -4.82
H -3.27 -1.05 -5.27
H -2.40 -1.97 -6.48
H -2.23 -0.22 -6.43
H -1.57 -1.73 -3.93
H -0.28 -1.75 -5.21
H -0.92 -0.26 -4.44
C 0.32 1.26 2.96
C 0.98 0.38 4.00
N 2.41 0.67 4.14
H 0.28 2.33 3.23
H 0.96 1.20 2.08
H -0.65 0.94 2.60
H 0.51 0.38 4.99
H 0.87 -0.66 3.66
H 2.59 1.04 5.07
H 2.67 1.43 3.53

***

Arrangement B

18
Properties=species:S:1:pos:R:3 method="wB97M-V/def2-TZVPD" smiles=CCC.CN homo_ha=-0.3379 lumo_ev=0.93 gap_ev=10.12
C 0.08 -2.64 2.33
N 0.93 -2.12 1.23
H 0.78 -2.76 3.12
H -0.31 -3.57 1.99
H -0.83 -2.05 2.43
H 0.68 -2.36 0.36
H 0.97 -1.12 1.14
C -1.03 0.68 -1.87
C 0.12 1.61 -1.50
C 0.02 2.59 -0.28
H -1.47 -0.06 -1.28
H -0.71 0.15 -2.76
H -1.87 1.33 -2.05
H 0.06 2.43 -2.34
H 1.06 1.10 -1.51
H -0.43 3.51 -0.45
H -0.57 2.13 0.46
H 1.05 2.68 0.15

***

What are the relative energies? In hartree: arrangement A 0.0000; arrangement B 0.0402.

***

Arrangement A

49
Properties=species:S:1:pos:R:3 method="wB97M-V/def2-TZVPD" homo_ha=-0.4959 lumo_ev=-2.77 gap_ev=10.73 total_charge=+1
O -0.14 1.25 0.75
H 0.37 0.60 1.43
H 0.29 2.06 1.06
O 3.82 -3.49 0.06
H 2.71 2.61 0.53
H 1.55 3.68 -0.68
O 2.55 3.14 1.29
H -2.74 -1.23 -4.89
H -2.53 3.52 0.30
O 0.99 1.29 -3.43
H 0.04 1.33 -3.32
H -0.32 -0.65 2.17
O -3.53 -1.75 -4.74
H 4.19 -4.32 0.42
H -3.62 -1.62 -3.78
O -2.63 -2.56 1.06
H -2.67 -2.71 0.06
H -2.84 4.27 -0.98
O 1.62 -2.44 -1.19
H -1.24 0.54 -1.48
H 2.14 -3.02 -0.58
O 1.62 0.23 -0.62
H -3.46 -3.45 -2.40
H 0.47 0.96 -0.08
O -2.26 4.31 -0.22
H 1.17 1.47 -4.35
O 0.65 3.43 -0.45
H -2.77 1.89 2.18
H 0.09 4.22 -0.37
O -2.37 2.70 1.89
H -2.27 3.44 2.49
H -0.93 1.36 4.96
O 5.11 -1.37 1.34
H 2.83 3.04 2.20
H -1.85 0.16 4.71
O 0.50 -0.43 2.60
H 0.34 -0.31 3.57
H 4.37 -1.77 0.93
O -1.11 0.59 4.30
H 5.10 -1.47 2.30
H -2.16 -3.38 1.35
O -3.44 -3.87 -1.56
H 0.88 -2.86 -0.73
H -3.83 -4.76 -1.51
O -1.61 -0.14 -2.06
H 2.08 0.41 -1.50
H 4.44 -3.18 -0.66
H 1.85 -0.72 -0.60
H -1.44 -1.02 -1.76

***

Arrangement B

49
Properties=species:S:1:pos:R:3 method="wB97M-V/def2-TZVPD" homo_ha=-0.4826 lumo_ev=-2.95 gap_ev=10.19 total_charge=+1
O -1.17 -4.77 -1.29
H -1.93 -4.48 -1.72
H -0.65 -5.48 -1.77
O 0.92 1.43 5.10
H -3.93 1.89 3.03
H 0.08 1.59 5.57
O -3.32 1.29 2.74
H -2.76 0.74 3.35
H -0.96 1.53 1.20
O -3.45 -2.36 0.70
H -4.00 -3.01 1.04
H 2.52 -3.37 -0.49
O 5.19 0.83 1.61
H 5.39 0.65 2.64
H 4.85 1.65 1.25
O 1.78 3.66 -3.94
H 1.84 2.73 -4.43
H 0.14 -1.85 2.62
O -2.39 3.58 3.31
H -2.73 4.44 3.56
H -2.45 3.88 2.37
O -0.51 3.28 -2.18
H -3.03 -2.62 -0.18
H -1.15 3.47 -2.83
O -1.65 1.19 0.67
H -1.35 -0.23 0.01
O -0.29 -1.20 1.87
H -1.61 -1.62 0.37
H -0.14 -0.42 2.30
O -2.25 1.61 -3.70
H -2.38 2.01 -2.77
H -2.81 0.92 -3.54
O 0.41 -2.58 -2.62
H 2.65 3.97 -3.98
H 0.85 -2.89 -3.42
O 2.54 -3.79 0.33
H 3.36 -4.21 0.44
H -0.55 -2.38 -2.79
O -1.35 -1.08 -0.39
H -0.31 -1.19 -0.86
H -2.44 1.23 1.23
O 3.95 0.65 -1.16
H 4.58 1.06 -0.64
H 3.36 0.09 -0.60
O 1.88 -0.94 -1.08
H 2.62 -1.47 -0.93
H 0.77 0.55 5.04
H 0.04 2.97 -2.92
H 1.85 -0.93 -2.07

***

What are the relative energies? In hartree: arrangement A 0.0000; arrangement B 0.1297.

***

Arrangement A

11
Properties=species:S:1:pos:R:3 method="wB97M-V/def2-TZVPD" homo_ha=-0.3357 lumo_ev=0.75 gap_ev=9.88
C -0.14 -1.20 1.29
N -0.22 -0.44 0.06
C 0.37 0.73 -0.07
N -0.11 0.97 -1.57
O 1.06 1.50 0.55
H -0.58 -0.14 -1.23
H 0.67 1.02 -2.22
H -0.70 1.78 -1.67
H -1.14 -1.37 1.70
H 0.46 -0.67 2.04
H 0.32 -2.18 1.11

***

Arrangement B

11
Properties=species:S:1:pos:R:3 method="wB97M-V/def2-TZVPD" smiles="CNC(N)=O" homo_ha=-0.3581 lumo_ev=0.86 gap_ev=10.61
C 0.81 1.44 0.04
N -0.09 0.40 0.50
C -0.19 -0.73 -0.25
O 0.55 -0.99 -1.20
N -1.11 -1.70 -0.04
H 1.66 0.96 -0.45
H 0.33 2.12 -0.68
H 1.16 2.02 0.89
H -0.85 0.67 1.10
H -1.62 -1.89 0.83
H -0.65 -2.30 -0.73

***

What are the relative energies? In hartree: arrangement A 0.0563; arrangement B 0.0000.